Molecular formula: C4H12N2
Method: DFT, ωB97M-V/def2-TZVPD

The energy above the lowest of the compared OMol25 structures with the same formula, charge and spin is 198.9 kJ/mol. Its maximum force is 4.83 eV/Å. The LUMO energy is 0.0410 Ha. The net charge is 0. Its SMILES is NCCCCN. The total energy comes out at -269.0406 Ha. Its frontier orbital gap is 9.950 eV.

Geometry (Å):
N (2.3767, -1.0350, 0.1867)
C (1.0581, -1.1955, -0.6116)
C (-0.0436, -0.9054, 0.4827)
C (-0.1257, 0.6265, 0.7348)
C (-0.8121, 1.3898, -0.4351)
N (-2.3091, 0.9333, -0.6208)
H (2.4387, -1.7639, 0.8228)
H (2.2243, -0.1644, 0.5569)
H (1.0077, -0.4304, -1.3965)
H (1.1550, -2.1697, -0.9504)
H (0.1436, -1.4733, 1.5014)
H (-0.9670, -1.3549, 0.1798)
H (-0.7061, 0.7143, 1.6877)
H (0.9954, 0.9772, 0.9258)
H (-0.2657, 1.2935, -1.3325)
H (-0.6970, 2.4742, -0.3772)
H (-2.6144, 1.0583, -1.6069)
H (-2.8591, 1.0254, 0.2524)

Molecular formula: C4H12N2
Method: DFT, ωB97M-V/def2-TZVPD

The energy above the lowest of the compared OMol25 structures with the same formula, charge and spin is 830.0 kJ/mol. Its maximum force is 5.67 eV/Å. The LUMO energy is -0.0525 Ha. The net charge is 0. The total energy comes out at -268.8002 Ha. Its frontier orbital gap is 5.485 eV.

Geometry (Å):
C (-2.0144, 0.6361, -0.8944)
C (-0.6362, 0.6848, -0.2867)
C (0.5378, 0.0676, -1.1894)
C (1.7808, -0.4384, -0.4762)
N (2.2050, 0.2220, 0.7370)
N (-0.7083, -0.0479, 1.0198)
H (-2.2756, -0.4393, -0.9939)
H (-2.7673, 1.1176, -0.3955)
H (-1.8030, 1.0613, -1.9609)
H (-0.4533, 1.7498, -0.1078)
H (0.2386, 0.2463, -2.1998)
H (0.8524, -1.1459, -0.6175)
H (2.7180, -0.7969, -0.9985)
H (-0.0566, -1.9774, 2.9289)
H (-0.6103, -1.4192, 2.5807)
H (1.4141, 0.3207, 1.4470)
H (2.2055, 1.2258, 0.5458)
H (-0.6271, -1.0670, 0.8615)

Molecular formula: C4H12N2
Method: DFT, ωB97M-V/def2-TZVPD

The energy above the lowest of the compared OMol25 structures with the same formula, charge and spin is 339.5 kJ/mol. Its maximum force is 4.13 eV/Å. The LUMO energy is 0.0327 Ha. The net charge is 0. Its SMILES is [H]/N=C\C.[H][H].C=NC. The total energy comes out at -268.9871 Ha. Its frontier orbital gap is 9.924 eV.

Geometry (Å):
H (-0.8900, 0.8940, -2.0443)
N (-0.2563, 0.9621, -2.8444)
C (0.8843, 0.4930, -2.7178)
C (1.5779, -0.1620, -1.4405)
H (1.4232, 0.2705, -3.6417)
H (2.5405, 0.4197, -1.4926)
H (0.9799, 0.0373, -0.5059)
H (1.7186, -1.1786, -1.6288)
H (3.8308, 2.8659, 4.0692)
H (3.3374, 2.3080, 3.8688)
C (-0.6404, -0.6749, 1.4452)
N (-0.6564, 0.3333, 0.7380)
C (-0.6683, 1.6536, 1.3577)
H (-0.7558, -0.6783, 2.4915)
H (-0.4355, -1.5855, 0.9263)
H (-0.4237, 1.7002, 2.4747)
H (0.1885, 2.1599, 0.7875)
H (-1.4894, 2.3436, 1.2952)

Molecular formula: C4H12N2
Method: DFT, ωB97M-V/def2-TZVPD

The energy above the lowest of the compared OMol25 structures with the same formula, charge and spin is 60.8 kJ/mol. Its maximum force is 1.36 eV/Å. The LUMO energy is 0.0404 Ha. The net charge is 0. Its SMILES is CC(C)NCN. The total energy comes out at -269.0932 Ha. Its frontier orbital gap is 10.175 eV.

Geometry (Å):
C (0.2300, -1.1951, 1.3645)
C (0.9169, -0.1702, 0.4596)
C (1.5992, -0.7316, -0.7804)
N (0.0457, 0.9860, 0.1061)
C (-1.1420, 0.5735, -0.6510)
N (-2.0340, 1.6579, -0.9919)
H (0.8778, -1.5031, 2.1838)
H (0.0110, -2.1187, 0.8362)
H (-0.6637, -0.7691, 1.8271)
H (1.7018, 0.3350, 1.0345)
H (1.3686, -0.1589, -1.6745)
H (1.3347, -1.7664, -0.9771)
H (2.6857, -0.6876, -0.7033)
H (-0.2915, 1.3372, 0.9991)
H (-1.7156, -0.2026, -0.1212)
H (-0.7953, 0.0649, -1.5537)
H (-2.6590, 1.8578, -0.2205)
H (-1.4703, 2.4909, -1.1372)

Molecular formula: C4H12N2
Method: DFT, ωB97M-V/def2-TZVPD

The energy above the lowest of the compared OMol25 structures with the same formula, charge and spin is 234.7 kJ/mol. Its maximum force is 6.04 eV/Å. The LUMO energy is 0.0348 Ha. The net charge is 0. Its SMILES is [H]/N=C/N.CCC. The total energy comes out at -269.0269 Ha. Its frontier orbital gap is 10.026 eV.

Geometry (Å):
H (-2.5242, 1.4773, 2.5095)
N (-1.8731, 1.2348, 1.7245)
C (-2.5643, 0.5947, 0.7683)
N (-2.2192, 0.8177, -0.6184)
H (-3.1940, -0.2424, 1.2356)
H (-2.2614, 0.0764, -1.3081)
H (-1.6273, 1.5531, -0.4788)
C (1.5349, -0.0812, 0.4094)
C (1.6575, -0.7696, -1.0105)
C (2.9741, -1.5024, -1.1724)
H (2.2802, 0.7349, 0.7036)
H (0.4996, 0.2239, 0.5736)
H (1.7002, -0.7944, 1.1747)
H (0.8002, -1.4511, -0.9563)
H (1.3191, -0.1053, -1.7032)
H (3.6344, -1.0816, -0.4331)
H (3.4651, -1.5719, -2.1355)
H (2.9417, -2.6358, -0.8931)

Molecular formula: C4H12N2
Method: DFT, ωB97M-V/def2-TZVPD

The energy above the lowest of the compared OMol25 structures with the same formula, charge and spin is 70.6 kJ/mol. Its maximum force is 1.70 eV/Å. The LUMO energy is 0.0432 Ha. The net charge is 0. Its SMILES is CCNCCN. The total energy comes out at -269.0895 Ha. Its frontier orbital gap is 9.760 eV.

Geometry (Å):
C (1.6150, 1.7646, -1.4453)
C (0.9514, 1.4168, -0.1337)
N (0.3755, 0.0498, -0.2321)
C (-0.8346, -0.1066, 0.5708)
C (-1.5451, -1.4066, 0.3255)
N (-0.7255, -2.5221, 0.8493)
H (0.8736, 1.7449, -2.2429)
H (2.4464, 1.1345, -1.7405)
H (1.9194, 2.8197, -1.4275)
H (0.1697, 2.1135, 0.1708)
H (1.6286, 1.4493, 0.7324)
H (1.0752, -0.6263, 0.0312)
H (-1.5322, 0.6725, 0.2449)
H (-0.6260, 0.1366, 1.6270)
H (-2.4916, -1.4042, 0.8841)
H (-1.7367, -1.5119, -0.7382)
H (-0.4412, -2.2871, 1.7873)
H (-1.1219, -3.4374, 0.7370)

Molecular formula: C4H12N2
Method: DFT, ωB97M-V/def2-TZVPD

The energy above the lowest of the compared OMol25 structures with the same formula, charge and spin is 68.3 kJ/mol. Its maximum force is 1.85 eV/Å. The LUMO energy is 0.0358 Ha. The net charge is 0. Its SMILES is [H]/N=C/N.CCC. The total energy comes out at -269.0903 Ha. Its frontier orbital gap is 10.124 eV.

Geometry (Å):
H (1.2591, -1.0538, 1.5113)
N (0.2784, -1.3062, 1.3930)
C (-0.2450, -1.2335, 2.5606)
N (-1.5879, -1.1065, 2.7374)
H (0.3088, -1.3118, 3.4966)
H (-1.9421, -0.7830, 3.6188)
H (-2.1991, -0.9900, 1.9480)
C (1.0727, 2.0419, -2.8165)
C (0.4848, 1.3647, -1.5807)
C (-0.0411, -0.0434, -1.8601)
H (1.7619, 1.3797, -3.3307)
H (1.4362, 3.0315, -2.5565)
H (0.2362, 2.1075, -3.5099)
H (-0.3022, 2.0313, -1.2188)
H (1.1948, 1.2840, -0.7488)
H (-0.5008, -0.4674, -0.9738)
H (-0.8761, 0.1580, -2.5417)
H (0.6720, -0.7101, -2.3406)

Molecular formula: C4H12N2
Method: DFT, ωB97M-V/def2-TZVPD

The energy above the lowest of the compared OMol25 structures with the same formula, charge and spin is 270.2 kJ/mol. Its maximum force is 5.57 eV/Å. The LUMO energy is 0.0317 Ha. The net charge is 0. Its SMILES is C=CN.CCN. The total energy comes out at -269.0134 Ha. Its frontier orbital gap is 9.387 eV.

Geometry (Å):
C (-0.1258, -3.5745, -1.8887)
C (-0.9852, -2.7120, -1.3646)
N (-1.6753, -3.1363, -0.1526)
H (0.2991, -4.4434, -1.5753)
H (0.4684, -3.3931, -2.7146)
H (-1.1907, -1.7812, -1.7852)
H (-1.1182, -3.6858, 0.4208)
H (-1.9344, -2.3813, 0.4974)
C (0.2458, 3.2370, 1.5905)
C (0.9009, 2.7435, 0.2694)
N (0.8265, 1.2908, 0.0452)
H (0.3818, 4.1998, 1.6789)
H (-0.7849, 2.8492, 1.8496)
H (0.7971, 2.9598, 2.4762)
H (0.5853, 3.1406, -0.6193)
H (2.0416, 3.0250, 0.2241)
H (1.3416, 0.6118, 0.6829)
H (-0.0736, 1.0500, 0.3652)